(1)
Density functional theory data (ωB97M-V/def2-TZVPD) for 4 unconnected molecules or ions with the total composition C37H51BrClI2NO7P2.

The geometry in ORCA input format:
```
! RIJCOSX wB97M-V def2-TZVPD def2/J DEFGRID3
* xyz 0 1
C -2.73 -6.28 0.14
C -2.17 -5.25 -0.23
C -1.62 -3.90 -0.83
C -2.05 -2.62 0.10
O -2.44 -3.23 1.33
C -2.55 -2.39 2.45
O -2.83 -1.03 2.23
Cl -4.05 -3.03 3.39
C -1.32 -2.50 3.52
O -0.76 -1.19 3.60
C -0.29 -0.82 4.90
O 0.32 -1.93 5.63
C 0.97 0.19 4.64
N 2.24 -0.39 5.19
C -1.35 -0.20 5.90
C -2.36 0.87 5.33
C -1.89 1.71 4.08
Br -4.20 0.11 5.05
C -0.24 -3.62 3.10
I 1.82 -3.09 2.58
C -0.54 -4.98 3.07
C -1.95 -5.55 3.46
I 0.98 -6.44 2.50
P -0.47 -1.57 0.14
P -0.85 0.56 0.04
O -2.28 1.01 0.09
O -0.21 1.14 -1.43
O 0.07 1.29 1.24
C -3.27 -1.95 -0.72
C -4.46 -3.02 -0.95
C -2.81 -1.26 -2.10
C -3.69 -1.74 -3.36
C -3.22 -1.01 -4.72
H -3.33 -6.94 0.82
H -2.05 -3.84 -1.87
H -0.49 -4.00 -0.92
H -3.79 -0.91 2.11
H -1.74 -2.88 4.51
H -0.12 -2.04 6.49
H 0.74 1.09 5.31
H 1.07 0.48 3.56
H 3.05 0.15 4.88
H 2.24 -0.31 6.22
H -0.82 0.22 6.80
H -1.98 -1.08 6.29
H -2.53 1.63 6.16
H -2.64 2.53 3.89
H -1.74 1.11 3.13
H -0.89 2.18 4.35
H -2.21 -5.14 4.49
H -2.78 -5.30 2.75
H -1.88 -6.68 3.54
H 0.21 -1.87 -1.10
H 0.66 0.69 -1.54
H -0.43 2.10 1.50
H -3.77 -1.11 -0.13
H -4.19 -3.84 -1.67
H -5.41 -2.47 -1.26
H -4.69 -3.51 0.04
H -1.74 -1.56 -2.38
H -2.88 -0.14 -2.10
H -4.77 -1.41 -3.19
H -3.61 -2.85 -3.55
H -4.00 -0.24 -5.03
H -3.15 -1.78 -5.55
H -2.23 -0.51 -4.52
C 1.59 0.89 -6.40
C 0.24 1.17 -6.23
C -0.66 0.91 -7.27
C -0.20 0.36 -8.46
C 1.15 0.08 -8.63
C 2.05 0.35 -7.60
H 2.29 1.10 -5.60
H -0.12 1.59 -5.30
H -1.71 1.13 -7.14
H -0.90 0.16 -9.26
H 1.50 -0.35 -9.56
H 3.10 0.14 -7.73
C 4.76 5.70 -6.42
C 4.36 5.64 -7.75
C 3.27 4.86 -8.12
C 2.56 4.15 -7.15
C 2.96 4.22 -5.82
C 4.06 4.98 -5.46
H 5.62 6.30 -6.14
H 4.91 6.19 -8.51
H 2.96 4.81 -9.16
H 1.71 3.55 -7.44
H 2.41 3.67 -5.07
H 4.37 5.03 -4.42
C 6.12 4.27 6.27
C 5.83 2.97 6.64
C 4.69 2.33 6.15
C 3.85 3.01 5.26
C 4.15 4.31 4.89
C 5.27 4.95 5.39
H 7.00 4.77 6.66
H 6.49 2.44 7.33
H 4.47 1.32 6.44
H 2.97 2.51 4.87
H 3.49 4.84 4.20
H 5.50 5.97 5.10
*
```

Properties
Highest occupied orbital energy in eV: -8.29
Energy above the lowest of the compared OMol25 structures with the same formula, charge and spin in kJ/mol: 0.00

Here are the Löwdin charges for atoms 1 to 2, given in e: atom 1 (C): 0.073, atom 2 (C): -0.101

***

(2)
Density functional theory data (ωB97M-V/def2-TZVPD) for a molecular structure, C37H51BrN2P2PdS.

The geometry in ORCA input format:
```
! RIJCOSX wB97M-V def2-TZVPD def2/J DEFGRID3
* xyz 4 5
N -6.03 -2.32 4.00
C -5.34 -1.39 4.65
C -5.14 -0.12 4.12
C -5.72 0.18 2.86
C -6.40 -0.85 2.16
C -6.56 -2.08 2.80
C -5.44 1.45 2.24
Pd -0.49 0.88 -1.72
P 4.16 0.13 -2.83
C -5.64 1.78 0.92
C -4.58 2.28 0.10
C -4.49 2.02 -1.30
C -3.23 1.96 -1.93
C -2.09 1.98 -1.08
C -2.16 2.77 0.08
C -3.40 2.81 0.73
Br 1.81 0.59 -3.56
H -4.94 2.17 2.88
H -6.60 1.69 0.42
H -4.47 0.59 4.60
H -6.76 -0.66 1.13
H -4.90 -1.61 5.63
H -7.13 -2.90 2.35
H -5.40 1.78 -1.85
H -3.44 3.13 1.80
H -3.14 1.76 -3.01
H -1.33 3.36 0.51
P -0.81 -1.45 -1.59
C 4.71 1.74 -2.21
C 5.45 2.67 -3.17
H 5.35 1.55 -1.32
H 3.79 2.23 -1.86
H 6.01 3.43 -2.59
H 6.19 2.16 -3.80
H 4.77 3.18 -3.86
C 4.86 -0.51 -4.41
C 5.57 0.53 -5.26
H 3.97 -0.80 -4.96
H 5.43 -1.43 -4.24
H 5.74 0.11 -6.27
H 4.94 1.45 -5.42
H 6.56 0.79 -4.82
C 4.67 -1.06 -1.51
C 6.19 -1.04 -1.61
H 4.23 -2.06 -1.69
H 4.31 -0.72 -0.51
H 6.74 -1.64 -0.87
H 6.57 -1.38 -2.57
H 6.51 0.00 -1.56
C 0.11 -2.58 -0.45
C 1.53 -3.06 -0.76
H -0.55 -3.45 -0.32
H 0.12 -2.06 0.52
H 1.77 -3.95 -0.15
H 1.66 -3.34 -1.82
H 2.27 -2.29 -0.51
C -0.70 -2.24 -3.23
C -1.25 -1.46 -4.42
H -1.21 -3.21 -3.11
H 0.36 -2.48 -3.37
H -1.39 -2.14 -5.26
H -2.22 -0.99 -4.21
H -0.52 -0.69 -4.73
C -2.58 -1.44 -1.06
C -3.00 -2.07 0.26
H -3.16 -1.86 -1.89
H -2.79 -0.36 -1.02
H -4.10 -2.11 0.30
H -2.60 -3.09 0.39
H -2.67 -1.46 1.11
N 0.78 0.76 -0.10
S -0.10 0.92 1.21
C 0.05 -0.50 2.30
C 1.32 -1.03 2.60
C 1.43 -2.19 3.37
C 0.26 -2.81 3.87
C -1.00 -2.28 3.59
C -1.09 -1.07 2.89
C 0.59 2.18 2.24
C -0.05 2.40 3.47
C 0.56 3.19 4.43
C 1.76 3.84 4.13
C 2.33 3.74 2.84
C 1.72 2.92 1.88
H 1.79 0.58 -0.01
H 2.21 -0.52 2.25
H 2.39 -2.65 3.60
H 0.33 -3.73 4.44
H -1.91 -2.78 3.91
H -2.04 -0.56 2.78
H -0.99 1.90 3.67
H 0.11 3.29 5.41
H 2.24 4.45 4.90
H 3.24 4.30 2.63
H 2.13 2.85 0.86
*
```

Properties
Highest occupied orbital energy (alpha / beta) in eV: -18.41 / -18.42

Here are the Löwdin charges for atoms 1 to 2, given in e: atom 1 (N): 0.131, atom 2 (C): -0.083

***

(3)
Density functional theory data (ωB97M-V/def2-TZVPD) for a molecular structure, C37H51BrN6O6PSSr.

The geometry in ORCA input format:
```
! RIJCOSX wB97M-V def2-TZVPD def2/J DEFGRID3
* xyz 1 1
Sr -1.48 0.92 0.49
C 0.52 3.77 1.87
O -0.09 2.55 2.35
C -0.54 2.55 3.66
C -0.89 1.09 3.93
O -1.95 0.73 3.06
C -2.68 -0.37 3.58
C -3.90 -0.64 2.71
O -3.46 -0.74 1.34
C -4.48 -0.96 0.41
H -0.25 4.54 1.68
H 0.96 3.53 0.91
H 1.26 4.10 2.60
H -1.45 3.13 3.81
H 0.21 2.93 4.35
H -1.15 0.98 4.99
H -0.02 0.42 3.74
H -3.02 -0.25 4.60
H -2.09 -1.30 3.57
H -4.57 0.24 2.74
H -4.36 -1.59 3.01
H -4.92 -1.94 0.63
H -4.08 -0.84 -0.60
H -5.22 -0.19 0.57
N -1.30 -2.29 -2.97
C -0.36 -3.29 -2.58
C 0.50 -3.87 -3.50
C 1.37 -4.89 -3.17
C 1.32 -5.43 -1.90
C 0.47 -4.81 -0.97
C -0.38 -3.75 -1.28
S -1.44 -2.86 -0.16
N -1.36 -1.30 -0.86
C -1.39 -1.18 -2.12
C -1.70 0.12 -2.76
C -2.67 0.18 -3.76
C -2.98 1.40 -4.33
C -2.36 2.54 -3.85
C -1.41 2.40 -2.83
N -1.08 1.20 -2.30
H -1.22 -2.04 -3.95
H 0.51 -3.47 -4.50
H 2.01 -5.28 -3.93
H 1.84 -6.33 -1.55
H 0.47 -5.28 0.03
H -3.22 -0.69 -4.03
H -3.76 1.43 -5.08
H -2.65 3.48 -4.28
H -0.93 3.23 -2.41
Br -7.51 4.59 -3.78
C -5.92 4.73 -2.74
C -5.29 5.96 -2.76
C -4.23 6.18 -1.90
C -3.67 5.20 -1.11
C -4.23 3.92 -1.17
C -5.37 3.70 -1.99
C -3.42 2.77 -0.50
O -2.31 3.11 0.03
O -3.77 1.56 -0.59
H -5.70 6.80 -3.36
H -3.81 7.18 -1.90
H -2.89 5.40 -0.37
H -5.78 2.69 -1.96
O 0.72 -0.11 1.11
P 2.13 -0.58 0.92
N 2.47 -1.05 -0.61
C 3.36 -2.17 -1.04
C 3.65 -1.92 -2.55
C 2.52 -1.03 -3.02
C 2.15 -0.20 -1.78
N 3.23 0.53 1.45
C 3.18 1.08 2.83
C 4.49 1.79 2.96
C 5.45 1.03 2.05
C 4.51 0.87 0.82
N 2.39 -1.92 1.88
C 1.50 -3.11 1.78
C 2.18 -4.15 2.66
C 3.62 -3.86 2.47
C 3.71 -2.33 2.44
H 2.86 -3.13 -1.01
H 4.27 -2.25 -0.44
H 3.74 -2.88 -3.09
H 4.57 -1.36 -2.65
H 1.63 -1.57 -3.29
H 2.73 -0.44 -3.92
H 1.11 0.08 -1.80
H 2.75 0.71 -1.75
H 3.09 0.28 3.57
H 2.40 1.81 2.98
H 4.88 1.81 3.99
H 4.43 2.81 2.60
H 5.69 0.05 2.49
H 6.40 1.51 1.80
H 4.81 0.18 0.05
H 4.41 1.83 0.35
H 1.46 -3.45 0.74
H 0.50 -2.87 2.12
H 1.91 -5.18 2.39
H 1.81 -4.02 3.66
H 3.91 -4.27 1.51
H 4.26 -4.34 3.23
H 4.54 -1.96 1.84
H 3.83 -1.89 3.40
*
```

Properties
Highest occupied orbital energy in eV: -10.55
Energy above the lowest of the compared OMol25 structures with the same formula, charge and spin in kJ/mol: 0.00

Here are the Löwdin charges for atoms 1 to 2, given in e: atom 1 (Sr): 1.542, atom 2 (C): -0.047

***

(4)
Density functional theory data (ωB97M-V/def2-TZVPD) for a molecular structure, C37H51IrN2OP2.

The geometry in ORCA input format:
```
! RIJCOSX wB97M-V def2-TZVPD def2/J DEFGRID3
* xyz 1 2
Ir 0.45 0.42 0.53
C 2.22 -4.62 -1.07
C 1.20 -3.73 -0.36
C -0.19 -4.06 -0.89
P 1.50 -1.86 -0.49
C 3.32 -1.53 -0.17
C 4.35 -1.79 -1.26
C 3.68 -2.20 1.16
C 1.13 -1.49 -2.23
C 1.89 -1.85 -3.33
C 1.56 -1.45 -4.62
C 2.41 -1.83 -5.78
C 0.45 -0.62 -4.79
C -0.35 -0.29 -3.72
C -0.08 -0.77 -2.43
N -0.86 -0.51 -1.35
C -2.18 -0.29 -1.43
C -2.98 -0.60 -2.55
C -4.26 -0.11 -2.66
C -4.80 0.71 -1.66
C -6.15 1.31 -1.84
C -4.10 0.86 -0.47
C -2.84 0.30 -0.31
P -1.90 0.22 1.23
C -2.77 1.25 2.52
C -1.72 1.64 3.57
C -3.99 0.61 3.17
C -2.03 -1.62 1.58
C -1.29 -1.99 2.86
C -3.41 -2.24 1.49
H 1.93 -5.66 -0.92
H 3.22 -4.49 -0.69
H 2.21 -4.43 -2.14
H 1.23 -3.95 0.71
H -0.26 -3.85 -1.95
H -0.97 -3.49 -0.38
H -0.40 -5.12 -0.74
H 3.31 -0.44 0.01
H 4.41 -2.84 -1.54
H 5.33 -1.50 -0.87
H 4.17 -1.19 -2.14
H 3.71 -3.28 1.07
H 2.95 -1.92 1.91
H 4.66 -1.86 1.50
H 2.77 -2.46 -3.19
H 2.99 -2.72 -5.56
H 3.11 -1.03 -6.02
H 1.81 -2.02 -6.67
H 0.22 -0.23 -5.77
H -1.18 0.39 -3.87
H -2.59 -1.25 -3.32
H -4.87 -0.36 -3.52
H -6.31 1.60 -2.88
H -6.28 2.18 -1.21
H -6.92 0.58 -1.59
H -4.56 1.40 0.34
H -3.07 2.16 1.99
H -1.39 0.77 4.13
H -2.13 2.36 4.27
H -0.85 2.08 3.08
H -3.71 -0.24 3.79
H -4.72 0.29 2.44
H -4.47 1.34 3.83
H -1.43 -2.01 0.74
H -1.85 -1.69 3.75
H -0.31 -1.50 2.89
H -1.14 -3.07 2.90
H -4.03 -2.01 2.36
H -3.31 -3.32 1.44
H -3.94 -1.91 0.59
N -0.62 4.65 -0.81
C -0.25 3.38 -0.64
O -0.73 2.69 0.26
C 0.77 2.83 -1.61
C 1.64 1.77 -0.98
H -1.33 5.06 -0.22
H -0.21 5.24 -1.52
H 1.37 3.66 -2.01
H 0.20 2.41 -2.45
H 2.38 2.23 -0.32
H 2.14 1.16 -1.73
C 1.58 0.31 2.23
C 2.14 0.46 3.31
C 2.84 0.54 4.52
C 3.33 1.76 4.99
C 4.11 1.78 6.13
C 4.39 0.61 6.81
C 3.87 -0.60 6.36
C 3.09 -0.64 5.23
H 3.11 2.67 4.46
H 4.51 2.72 6.49
H 5.02 0.63 7.69
H 4.08 -1.51 6.91
H 2.68 -1.57 4.86
*
```

Properties
Highest occupied orbital energy (alpha / beta) in eV: -9.09 / -9.05
Energy above the lowest of the compared OMol25 structures with the same formula, charge and spin in kJ/mol: 321.18

Here are the Löwdin charges for atoms 1 to 2, given in e: atom 1 (Ir): 1.037, atom 2 (C): -0.085